# 1
Here is a structure of composition C13H24CuN4O5S2 in a non-equilibrium geometry from OMol25. Energies are from ωB97M-V with the def2-TZVPD basis set.

Geometry as XYZ:
```
49
Properties=species:S:1:pos:R:3:forces:R:3
O 3.688 0.784 -2.251 -0.3983 1.3057 1.5942
H 4.571 0.597 -1.897 -0.2661 0.0883 -0.0483
Cu 1.213 0.634 -0.448 -1.3724 -1.1871 -0.0798
N -0.714 0.417 -0.750 -0.0042 -0.4197 -1.6199
N 1.107 -0.847 -1.892 -0.1371 -0.2772 0.4224
O -1.612 0.848 0.113 -1.9160 0.3821 1.9943
O 2.175 -1.261 -2.678 1.9791 0.0751 -0.8657
C -1.135 -0.274 -1.833 0.7204 -0.2797 0.5610
C -0.100 -0.994 -2.476 -0.2485 0.9214 0.3466
C -2.560 -0.318 -2.267 -0.3146 -0.1193 -0.0602
C -0.323 -1.813 -3.697 -0.0480 -0.0898 -0.3339
H -3.166 0.343 -1.638 0.1763 -0.1569 -0.1035
H -2.973 -1.337 -2.206 -0.0538 0.1896 -0.0687
H -2.651 0.010 -3.313 -0.0626 -0.1261 0.2037
H 0.612 -2.274 -4.024 -0.2148 0.1161 0.0229
H -0.724 -1.193 -4.512 0.0908 -0.2038 0.0744
H -1.060 -2.605 -3.498 0.0811 0.0945 -0.0889
H -1.325 -0.110 1.261 -0.2671 1.2083 -1.3892
H 2.870 -0.521 -2.576 -1.4785 -1.4827 -0.2717
O 1.178 -2.297 0.421 0.5125 -0.7637 0.2905
H 1.208 -1.937 -0.507 -0.1858 0.2869 0.0435
H 1.853 -2.999 0.453 -0.4232 0.4419 -0.0880
C 2.896 1.485 -1.165 2.6512 0.2743 -1.8389
H 2.943 0.897 -0.219 0.2355 0.0694 -0.2445
H 1.914 1.698 -1.647 0.2593 0.0618 -0.0631
H 3.376 2.452 -0.977 -0.0542 -0.1362 0.0086
O -2.482 3.636 1.090 -0.0020 -0.3995 0.4334
H -2.393 2.708 0.784 0.2152 0.1217 -0.1314
H -2.630 3.564 2.047 0.0358 0.0306 -0.4733
C 0.899 3.766 0.554 0.4687 0.3736 -0.1402
C 1.109 2.708 1.567 0.0072 -1.3627 0.5038
N 0.927 1.413 1.378 -0.6566 1.0071 2.1310
C 0.843 0.729 2.610 1.4969 2.5327 0.0384
C 1.243 1.500 3.685 -0.4758 -0.8276 -0.5864
S 1.503 3.130 3.215 -0.2191 -0.6056 -0.3273
C 0.225 -0.560 2.726 -1.3210 -1.9766 0.3410
C 0.480 -1.591 3.596 0.0762 0.7944 -0.5646
S -0.644 -2.890 3.389 0.1820 0.8102 -0.3262
C -1.473 -2.006 2.176 1.1016 1.2799 0.0992
N -0.932 -0.810 1.983 0.6731 -1.6095 0.9173
C -2.621 -2.485 1.387 -0.3571 -0.4679 -0.0372
H 1.365 4.686 0.927 -0.1477 -0.0279 -0.2613
H 1.365 3.495 -0.402 -0.3077 0.1219 0.2167
H -0.181 3.939 0.424 0.2683 -0.1740 -0.0057
H 1.314 1.127 4.699 -0.0906 0.3635 -0.0543
H 1.298 -1.588 4.306 -0.1778 -0.3346 -0.1190
H -2.583 -3.579 1.378 -0.2419 0.1688 -0.1297
H -3.562 -2.159 1.852 0.1839 -0.0965 -0.1944
H -2.564 -2.105 0.360 0.0275 0.0050 0.2726
```
Positions in Å, forces in eV/Å.

2S+1: 2
HOMO (alpha / beta) (eV): -4.048 / -5.848
Orbital gap (alpha / beta) (eV): 4.0 / 5.8
Energy (eV): -96372.434
Energy above the lowest of the compared OMol25 structures with the same formula, charge and spin (eV): 0.000
Total charge: 0

Atom charges from the natural (NBO) analysis, given in e for atoms 1 to 2: atom 1 (O): -0.73, atom 2 (H): 0.48

***

# 2
Here is a cluster of 3 separate species, C13H24FO10PS in total in a non-equilibrium geometry from OMol25. Energies are from ωB97M-V with the def2-TZVPD basis set.

Geometry as XYZ:
```
50
Properties=species:S:1:pos:R:3:forces:R:3
C 0.977 -3.293 1.804 -0.8738 0.3807 -0.5909
C 0.257 -1.947 1.596 0.8737 -1.0114 0.8995
F 0.804 -1.077 2.533 -0.0928 0.4045 0.1008
C -1.231 -1.977 1.918 -0.1484 2.4478 -1.3204
O -1.651 -0.583 1.687 0.1689 0.0719 -0.4129
C -2.210 -0.511 0.457 -0.8616 -2.7378 1.7297
O -2.231 0.334 -0.314 0.3346 3.5261 -1.9171
O -2.885 -1.692 0.189 1.2071 -0.1148 0.6646
C -2.235 -2.664 0.962 -0.3302 -2.0403 1.6754
S -1.653 -3.880 -0.266 -0.0806 -0.1899 -0.9208
P -3.597 -3.405 2.047 -0.5565 0.1300 -0.2727
O -4.925 -3.264 1.444 -0.4690 -0.1802 -0.2913
H 1.163 -3.704 0.815 0.1893 -0.3367 0.1205
H 0.315 -3.946 2.373 0.2609 -0.2931 0.0749
H 1.917 -3.159 2.328 0.0166 0.1415 0.0330
H 0.474 -1.530 0.615 -0.2566 0.0464 -0.1293
H -1.410 -2.071 2.987 0.1703 -0.7496 0.0031
H -0.654 -4.612 0.265 -0.3213 0.4232 0.5666
H -3.211 -4.740 2.319 0.3702 0.2724 0.0780
H -3.536 -2.710 3.285 0.4704 -0.1798 -0.1129
C 5.804 -1.441 -4.046 -0.2172 0.1712 -0.0797
C 5.388 -2.352 -2.910 0.4057 -0.0973 -0.2821
O 4.296 -1.793 -2.164 -0.1288 -0.0934 0.1088
C 3.092 -1.928 -2.722 0.0913 0.0935 -0.0528
O 2.846 -2.480 -3.763 -0.0060 0.0295 0.1504
O 2.199 -1.332 -1.923 0.0160 -0.0938 0.0541
C 0.863 -1.333 -2.432 -0.2899 0.0101 -0.0300
H 6.016 -0.438 -3.673 0.1104 -0.0551 0.0520
H 6.694 -1.830 -4.542 0.0081 -0.0131 0.0410
H 5.010 -1.350 -4.787 0.0105 -0.1053 -0.0063
H 6.209 -2.462 -2.204 -0.1589 0.0952 0.1765
H 5.130 -3.348 -3.270 -0.1733 0.0674 -0.0208
H 0.543 -2.339 -2.698 0.0778 0.0176 -0.0939
H 0.785 -0.669 -3.292 0.0223 -0.0977 -0.0600
H 0.215 -0.957 -1.643 0.1548 0.0745 0.0656
C -1.309 2.946 1.843 -0.2892 0.0553 -0.1434
C -0.714 4.294 2.190 0.1149 -0.4417 0.2782
O -0.876 5.232 1.116 -0.0070 0.1848 0.0164
C -2.085 5.785 1.014 0.0279 -0.1283 -0.0453
O -3.025 5.583 1.741 0.1031 0.0798 -0.0709
O -2.078 6.601 -0.045 0.0191 -0.0076 0.0955
C -3.340 7.211 -0.321 -0.1711 0.1602 -0.1203
H -0.918 2.567 0.899 0.1384 0.0160 0.0684
H -1.098 2.220 2.629 0.0477 0.0168 -0.0070
H -2.390 3.026 1.730 -0.0018 -0.0132 0.0814
H 0.360 4.197 2.346 0.0319 0.1838 -0.1971
H -1.140 4.695 3.110 -0.1361 0.0810 -0.1140
H -3.737 7.712 0.560 -0.0145 -0.1204 0.0422
H -4.046 6.465 -0.683 -0.0379 -0.0022 0.1204
H -3.173 7.949 -1.102 0.1807 -0.0782 -0.0046
```
Positions in Å, forces in eV/Å.

SMILES: C[C@H](F)[C@H]1OC(=O)O[C@]1(S)[PH2]=O.CCOC(=O)OC.CCOC(=O)OC
HOMO (eV): -10.166
Orbital gap (eV): 10.3
Energy (eV): -57186.162
Energy above the lowest of the compared OMol25 structures with the same formula, charge and spin (eV): 0.000
Total charge: 0

Atom charges from the natural (NBO) analysis, given in e for atoms 1 to 2: atom 1 (C): -0.65, atom 2 (C): 0.20

***

# 3
Here is a structure of composition C13H24NO6SZr from OMol25. Energies are from ωB97M-V with the def2-TZVPD basis set.

Geometry as XYZ:
```
46
Properties=species:S:1:pos:R:3:forces:R:3
Zr 0.110 -0.210 -0.182 0.1166 -0.4485 -0.4869
C -0.626 -1.263 2.701 -0.0215 -0.1649 -0.0520
C -1.326 0.071 2.626 0.0440 0.2227 -0.0316
O -0.558 0.929 1.711 0.2533 -0.1673 -0.0780
C 0.473 1.721 2.387 0.0103 -0.0398 0.0036
C 1.764 1.642 1.592 0.0650 -0.1562 -0.0036
O 1.867 0.266 1.101 -0.0696 -0.0532 -0.2553
C 3.097 -0.061 0.371 -0.0990 0.1488 0.1951
C 3.076 0.597 -1.018 -0.0536 0.1547 -0.0479
O 1.686 0.920 -1.311 -0.3158 -0.0881 0.2617
C 1.325 1.154 -2.701 0.0490 0.0869 0.0673
C -0.026 1.841 -2.660 -0.1444 0.0005 0.1409
O -0.804 1.167 -1.600 0.1376 -0.3922 -0.0007
C -2.257 1.365 -1.528 0.1390 0.0426 -0.1049
C -2.868 -0.002 -1.326 -0.0065 -0.1242 0.0869
O -2.054 -0.668 -0.308 0.2914 0.0041 -0.0811
C -2.560 -1.960 0.176 -0.0840 0.2443 -0.0202
C -1.392 -2.710 0.810 0.0875 0.0996 0.1934
O -0.410 -1.763 1.343 -0.2018 0.2784 -0.1093
H -1.201 -2.000 3.263 0.0133 0.0528 0.0518
H 0.369 -1.180 3.136 -0.0414 -0.0097 0.0357
H -1.374 0.555 3.601 -0.0820 -0.0423 0.0013
H -2.330 0.011 2.213 0.0173 -0.0033 0.0148
H 0.604 1.314 3.387 0.0673 0.0265 -0.0047
H 0.128 2.753 2.449 0.0038 -0.0291 0.0842
H 2.620 1.845 2.237 -0.0232 0.0549 -0.0215
H 1.785 2.315 0.732 -0.0442 0.0515 0.0731
H 3.100 -1.148 0.321 0.0427 0.0285 -0.0411
H 3.943 0.272 0.971 0.0527 -0.0464 -0.0840
H 3.452 -0.095 -1.772 0.0399 0.0340 0.0131
H 3.637 1.531 -1.052 0.0322 -0.0428 -0.0222
H 1.291 0.189 -3.210 -0.0020 0.0400 -0.0166
H 2.073 1.801 -3.162 -0.0542 -0.0024 -0.0503
H -0.556 1.713 -3.604 0.0465 0.0488 -0.0113
H 0.034 2.894 -2.391 0.0452 -0.0132 -0.0299
H -2.598 1.814 -2.460 -0.0626 -0.0021 0.0442
H -2.444 2.044 -0.696 -0.0591 -0.0207 -0.0316
H -2.836 -0.615 -2.227 -0.0263 0.0455 -0.0099
H -3.891 0.084 -0.957 -0.0017 -0.0007 -0.0666
H -2.952 -2.514 -0.677 -0.0383 -0.0402 0.0657
H -3.364 -1.739 0.878 -0.0120 -0.0514 -0.0225
H -0.845 -3.307 0.087 -0.0331 0.0129 0.0095
H -1.725 -3.344 1.631 -0.0492 -0.0734 -0.1035
S 2.414 -3.815 -1.950 -0.0426 -0.0087 -0.0178
C 1.453 -2.670 -1.603 -0.0337 -0.1105 -0.1259
N 0.696 -1.744 -1.325 0.0470 0.4534 0.5886
```
Positions in Å, forces in eV/Å.

HOMO (eV): -18.759
Orbital gap (eV): 8.5
Energy (eV): -39735.548
Energy above the lowest of the compared OMol25 structures with the same formula, charge and spin (eV): 0.126
Total charge: +3

Atom charges from the natural (NBO) analysis, given in e for atoms 1 to 2: atom 1 (Zr): 2.51, atom 2 (C): -0.10

***

# 4
Here is a cluster of 2 separate species, C13H25BF10NO4Si2 in total from OMol25. Energies are from ωB97M-V with the def2-TZVPD basis set.

Geometry as XYZ:
```
56
Properties=species:S:1:pos:R:3:forces:R:3
C 1.929 -2.549 1.321 0.1510 -0.0540 -0.1744
C 2.435 -1.214 1.830 -0.0472 0.0119 0.3153
O 3.700 -0.830 1.248 0.0843 -0.0206 0.1717
C 1.477 -0.030 1.652 -0.0374 -0.2105 -0.0968
Si 1.398 1.012 0.080 -0.0550 0.3309 0.2408
C 2.872 0.964 -1.107 -0.0111 0.1193 -0.1899
C 2.943 -0.086 -2.206 -0.0357 0.1850 -0.0537
C 1.955 0.147 -3.354 -0.0404 -0.1003 -0.0241
F 2.697 -1.357 -1.679 0.0172 -0.0372 0.0265
O -0.001 0.692 -0.821 0.1561 -0.4698 0.1925
Si -0.744 -0.724 -1.149 -0.0955 0.2779 -0.2127
C -2.273 -0.967 0.042 -0.0953 0.0279 -0.0979
F -2.231 -0.166 1.151 0.0717 0.0421 0.1079
F -2.250 -2.250 0.478 0.0387 -0.2803 0.0606
C -3.688 -0.787 -0.554 0.0189 0.2927 -0.1489
F -4.602 -1.284 0.285 -0.1912 -0.0510 0.1260
F -3.762 -1.495 -1.706 0.0555 -0.1565 -0.0667
C -4.070 0.704 -0.862 0.1570 -0.0737 -0.0766
F -4.921 1.159 0.065 -0.0650 0.0684 0.1708
F -2.960 1.474 -0.835 0.0712 0.0064 -0.1285
C -4.732 0.942 -2.240 -0.0777 -0.1435 -0.2091
F -3.900 0.649 -3.241 -0.1237 0.0950 0.1587
F -5.072 2.232 -2.347 0.0088 -0.1806 0.0332
F -5.838 0.198 -2.358 0.1379 0.1631 0.0099
B 1.244 2.982 0.643 0.0508 -0.0422 0.1263
O 2.420 3.732 0.711 -0.4903 0.6349 -0.5878
N -0.002 3.656 0.973 0.1274 -0.6529 0.0103
C -0.606 4.356 -0.153 0.1475 0.4771 0.1321
C -0.978 2.830 1.677 -0.1378 0.0761 0.0344
H 0.881 -2.710 1.587 0.1035 -0.0451 0.0208
H 2.085 -2.648 0.245 -0.1057 0.1192 -0.0133
H 2.433 -3.373 1.833 -0.0882 0.0407 -0.0421
H 2.591 -1.331 2.910 -0.0706 0.0635 -0.0559
H 4.368 -1.413 1.627 -0.0856 -0.0150 -0.1328
H 0.462 -0.388 1.873 0.0445 0.0944 -0.0146
H 1.695 0.703 2.441 0.0239 -0.0012 -0.0893
H 2.872 1.929 -1.636 0.0407 -0.0269 0.1074
H 3.767 0.939 -0.481 -0.0391 -0.0777 -0.0160
H 3.962 -0.119 -2.601 -0.0119 -0.1069 0.0369
H 1.223 -0.664 -3.367 0.0399 0.0337 0.0345
H 2.457 0.129 -4.323 -0.0386 0.0864 0.0596
H 1.406 1.083 -3.242 0.0701 -0.0220 -0.0509
H 0.092 -1.916 -0.978 -0.0106 0.0052 0.1087
H -1.303 -0.664 -2.514 -0.0314 0.0211 0.0114
H 2.860 3.901 -0.127 0.3285 -0.4060 0.1861
H -1.280 5.146 0.199 -0.0267 -0.0948 -0.0271
H 0.161 4.847 -0.761 -0.0265 -0.0562 0.0725
H -1.175 3.676 -0.803 0.0243 0.0158 0.0457
H -1.717 3.474 2.167 0.0335 -0.0423 -0.0525
H -0.489 2.253 2.465 -0.0094 0.0308 -0.0728
H -1.509 2.135 1.020 0.0241 0.0400 0.0011
C 0.350 -5.780 2.990 -0.0571 -0.0992 -0.0054
O 0.885 -4.573 3.241 0.0608 0.0684 0.0219
H -0.335 -6.181 3.790 0.0174 0.0178 -0.0190
H -0.283 -5.834 2.055 0.0218 -0.0034 0.0280
H 1.098 -6.613 2.846 -0.0223 0.0238 0.0073
```
Positions in Å, forces in eV/Å.

HOMO (eV): -2.200
Orbital gap (eV): 4.3
Energy (eV): -67176.292
Total charge: -1

Atom charges from the natural (NBO) analysis, given in e for atoms 1 to 2: atom 1 (C): -0.67, atom 2 (C): 0.11